No. 1
The following is a quantum chemistry calculation of CH4F2P2 as an isolated structure at a distorted geometry, from the OMol25 dataset.

Structure (XYZ):
```
9
Properties=species:S:1:pos:R:3:forces:R:3:nbo_charge:R:1
C 0.4995 0.3614 0.0350 -0.11 -2.38 1.91 -0.29
F -0.9042 0.3963 2.9266 0.90 -0.31 -1.94 -0.58
F 1.8874 0.2067 0.2550 -1.22 0.72 -0.39 -0.37
P -0.4885 -0.4701 1.5231 0.63 0.10 0.72 0.90
P -0.0998 -0.9063 -1.2924 1.39 0.05 0.43 0.24
H 0.1253 1.3395 -0.1311 0.57 1.18 -0.37 0.19
H -1.6036 -0.0874 0.8146 -0.98 0.11 -0.34 -0.10
H 1.1658 -0.9096 -2.0047 -0.61 -0.10 0.57 0.03
H -0.5819 0.0695 -2.1260 -0.58 0.63 -0.57 -0.01
```
Positions in Å, forces in eV/Å.

Calculated values
**Relative energy (zero: lowest compared OMol25 entry of this formula, charge and spin)**: 4.60 kcal/mol
**Electronic energy**: -25113.0078 eV
**HOMO-LUMO gap**: 10.4 eV
**LUMO**: 0.01623 Eh

No. 2
The following is a quantum chemistry calculation of CH4F3N2O4PS as an isolated structure at a distorted geometry, from the OMol25 dataset.

Structure (XYZ):
```
16
Properties=species:S:1:pos:R:3:forces:R:3:nbo_charge:R:1
C 1.5705 0.7893 0.3984 -0.56 -0.44 1.58 0.74
N 0.9761 -1.6814 0.5279 -1.17 -0.04 -0.13 -1.29
N -1.5923 -1.3344 1.8018 0.57 -0.04 -1.13 -1.16
O 3.2322 -1.5382 -0.5005 -1.35 1.66 0.25 -0.84
O 1.2993 -0.4900 -1.7175 0.38 -0.24 -1.20 -0.92
O -2.1041 1.5873 -1.0806 0.59 -0.39 0.38 -0.95
O -1.2410 -0.8083 -0.6281 0.45 -1.59 -0.54 -1.00
F 2.3309 1.7775 0.0286 -0.04 0.49 -0.44 -0.29
F 1.5972 0.6888 1.7440 0.79 -0.10 -0.40 -0.33
F 0.2090 1.0844 0.1987 2.10 0.12 -0.51 -0.35
P -0.5640 -1.3091 0.6617 0.03 0.37 -0.58 2.23
S 1.9468 -0.8732 -0.5117 -1.03 -0.62 1.55 2.22
H -1.1807 -1.5328 2.6744 0.41 -0.41 1.53 0.39
H -1.7351 1.8090 -1.9470 -0.63 0.11 0.18 0.51
H -3.0320 1.7891 -0.9745 -0.23 0.33 -0.57 0.50
H -1.7126 0.0419 -0.6757 -0.33 0.80 0.03 0.55
```
Positions in Å, forces in eV/Å.

Calculated values
**Relative energy (zero: lowest compared OMol25 entry of this formula, charge and spin)**: 78.17 kcal/mol
**Electronic energy**: -40547.2905 eV
**HOMO-LUMO gap**: 10.8 eV
**LUMO**: 0.00017 Eh

No. 3
The following is a quantum chemistry calculation of CH4F4N3P3 as an isolated structure at a distorted geometry, from the OMol25 dataset.

Structure (XYZ):
```
15
Properties=species:S:1:pos:R:3:forces:R:3:nbo_charge:R:1
C -1.7428 1.3359 1.2111 -1.19 -0.58 -3.30 0.08
N -1.7858 0.4786 0.2765 0.26 -2.33 0.80 -0.73
N -0.2933 -1.6312 -0.7285 -2.94 1.03 3.13 -1.37
N 2.1823 -1.2672 -0.5022 0.37 -1.21 2.79 -1.27
F 3.4260 0.4519 0.9176 -0.81 -1.21 0.48 -0.59
F 1.1355 0.6782 0.7886 -0.12 -0.38 0.47 -0.61
F -0.5154 -1.1367 2.0419 -0.51 0.20 -2.11 -0.57
F -2.4159 -1.9682 0.9719 1.17 1.25 -1.01 -0.55
P 1.0797 -2.6240 -0.5154 -0.06 0.96 0.46 0.93
P 2.1375 -0.5727 1.0894 1.94 1.69 -3.24 1.62
P -1.1405 -1.0914 0.5056 0.34 -1.00 0.00 2.36
H -2.3251 2.1704 0.9892 -0.86 1.78 -0.13 0.17
H -1.2018 1.3769 2.0630 1.83 -0.65 2.85 0.17
H 2.3005 -0.8571 -1.4041 0.14 1.02 -0.15 0.42
H 1.1713 -2.8016 -1.8666 0.44 -0.57 -1.05 -0.07
```
Positions in Å, forces in eV/Å.

Calculated values
**Relative energy (zero: lowest compared OMol25 entry of this formula, charge and spin)**: 0.00 kcal/mol
**Electronic energy**: -44311.8032 eV
**HOMO-LUMO gap**: 9.1 eV
**LUMO**: -0.00764 Eh

No. 4
The following is a quantum chemistry calculation of a 2-piece molecular cluster, CH4FINP overall at a distorted geometry, from the OMol25 dataset.

Structure (XYZ):
```
9
Properties=species:S:1:pos:R:3:forces:R:3:nbo_charge:R:1
C -1.1867 -0.5062 1.1408 -0.68 1.29 -0.15 -0.51
N 0.0095 -1.0987 0.6031 0.21 0.95 -0.04 -0.42
F 0.7098 0.9627 -2.4825 0.45 0.67 0.70 -0.60
P 1.5241 1.9617 -1.4606 -1.11 -0.61 -0.52 0.71
I 3.7250 1.4839 -2.1326 0.63 -0.10 -0.15 -0.12
H -1.9669 -1.2029 1.3460 -1.08 -0.53 -0.60 0.18
H -1.0922 -0.0650 2.1285 1.21 -0.02 0.51 0.22
H -1.6083 0.4985 0.6726 0.95 -2.20 -0.15 0.23
H -0.1143 -2.0340 0.1846 -0.58 0.55 0.39 0.31
```
Positions in Å, forces in eV/Å.

Calculated values
**Relative energy (zero: lowest compared OMol25 entry of this formula, charge and spin)**: 82.86 kcal/mol
**Electronic energy**: -22696.4608 eV
**HOMO-LUMO gap (spin up / spin down)**: 7.7 / 8.9 eV
**LUMO (spin up / spin down)**: -0.01639 / -0.03976 Eh

No. 5
The following is a quantum chemistry calculation of CH4FIr as an isolated structure at a distorted geometry, from the OMol25 dataset.

Structure (XYZ):
```
7
Properties=species:S:1:pos:R:3:forces:R:3:nbo_charge:R:1
F -0.6918 -0.3113 -0.2742 3.65 1.80 -4.67 -0.36
Ir -1.0899 -0.6819 1.4874 -3.28 -1.60 4.32 1.52
H -2.3024 -0.8139 0.2177 -0.21 -0.39 1.97 0.20
C 0.7997 0.3194 -0.2620 1.65 1.19 -2.98 -0.23
H 1.0434 1.1383 0.4211 -1.19 -0.25 0.98 0.28
H 0.6651 0.7947 -1.2389 0.17 -0.04 0.02 0.30
H 1.5760 -0.4452 -0.3510 -0.80 -0.72 0.36 0.29
```
Positions in Å, forces in eV/Å.

Calculated values
**Multiplicity**: 5
**Charge**: +2
**Electronic energy**: -6626.9896 eV
**HOMO-LUMO gap (spin up / spin down)**: 8.8 / 9.0 eV
**LUMO (spin up / spin down)**: -0.47905 / -0.57013 Eh

No. 6
The following is a quantum chemistry calculation of a 2-piece molecular cluster, CH4FN overall at a distorted geometry, from the OMol25 dataset.

Structure (XYZ):
```
7
Properties=species:S:1:pos:R:3:forces:R:3:nbo_charge:R:1
C 0.4507 -0.1855 -0.2395 -0.19 -3.19 0.90 0.42
N -0.5594 0.7189 -0.1631 0.22 0.89 -0.96 -0.83
F 1.6922 0.1910 0.0889 -0.41 0.54 0.42 -0.34
H 0.5177 -0.6518 -1.2291 -0.24 -0.66 0.59 0.16
H -0.1241 -1.2761 1.1886 1.48 1.10 -2.54 -0.18
H -1.4189 0.2538 -0.4338 0.04 0.27 0.12 0.39
H -0.5582 0.9497 0.7879 -0.90 1.05 1.47 0.38
```
Positions in Å, forces in eV/Å.

Calculated values
**Relative energy (zero: lowest compared OMol25 entry of this formula, charge and spin)**: 70.60 kcal/mol
**Electronic energy**: -5306.0504 eV
**HOMO-LUMO gap**: 9.2 eV
**LUMO**: 0.01967 Eh